# C6H32NO10

10 unconnected molecules or ions with the total composition C6H32NO10 at a distorted geometry (wB97M-V/def2-TZVPD, the Open Molecules 2025 dataset).

Positions of all 49 atoms, in Å:
H  -1.74765  1.47927  -1.15560
H  -1.72947  0.32144  3.74427
C  0.46429  0.38128  -1.41450
H  3.24797  1.42286  1.09664
H  -0.54158  3.58536  -0.34981
C  0.17286  -0.43376  0.95175
H  2.67532  -2.26614  0.47068
O  -3.44384  -1.28619  -1.81062
H  3.02211  -3.63242  0.83974
H  0.60567  -3.42895  -0.03220
H  1.27000  -0.58703  0.91847
N  -1.63188  0.88533  -0.28227
H  -1.95490  3.38458  -2.51566
H  0.72204  0.69739  2.83188
O  1.30774  3.32066  -0.75501
H  0.01516  -4.77189  0.13016
H  -0.26344  -1.34463  0.62027
H  -2.00922  1.53702  0.42272
O  2.80183  2.25670  1.30482
H  -1.29963  -3.78265  -2.77075
H  -1.43205  -3.67781  -1.25016
H  1.18208  -1.75390  3.08070
C  0.00663  -0.07439  2.46825
H  3.10278  -0.15269  -0.46593
O  -1.49345  3.37321  -0.28710
C  -1.40715  0.48422  2.73180
H  -2.12492  -0.05626  2.17423
H  -2.15762  0.03182  -0.49827
H  0.30916  1.53784  0.38942
H  -2.64251  -1.83112  -2.02839
C  0.20264  -1.35602  3.26801
O  2.34662  -3.16138  0.32308
H  0.06078  -1.22486  4.32109
O  -0.27990  -3.86054  -0.02868
O  -2.41394  2.55287  -2.38391
H  4.61529  0.19526  -0.09845
H  -4.11959  -1.94521  -1.64148
H  1.92975  3.08346  -0.04496
H  -2.57223  2.12433  -3.23308
O  -1.91282  -3.49266  -2.07999
H  3.41500  2.68512  1.90795
H  -1.44927  1.59330  2.72163
H  -0.05265  0.85820  -2.25287
H  -0.54147  -2.15644  3.14554
H  -1.92078  4.02024  0.28101
C  -0.18521  0.66874  -0.07042
O  1.49397  -0.23483  -1.47084
O  3.76120  -0.11015  0.23322
H  1.61827  3.88985  -1.46318

**HOMO level**: -13.75 eV
**Orbital gap**: 11.0255 eV
**Charge**: +1
**F_max**: 2.23 eV Å⁻¹

***

# C6H32NO9S

10 unconnected molecules or ions with the total composition C6H32NO9S at a distorted geometry (wB97M-V/def2-TZVPD, the Open Molecules 2025 dataset).

Positions of all 49 atoms, in Å:
H  0.68576  0.29167  -2.19187
O  -3.31980  -1.16240  -2.43355
C  0.99815  -0.46386  2.49974
H  -2.75904  2.16102  2.06444
H  -0.15669  2.62850  1.18833
H  -3.23198  0.57609  0.33655
H  -1.21831  -3.84774  1.33901
C  1.43061  -0.45165  1.01845
H  -2.14729  0.82886  2.42105
H  1.34199  1.77761  -2.62593
H  1.77718  -1.67966  -2.51857
H  1.88280  4.64102  0.57476
H  2.64746  0.76300  -4.04240
H  0.99288  -1.33657  0.57283
H  0.76558  0.49378  2.93913
C  2.23863  0.96300  -0.74431
N  1.25714  0.84572  0.33218
C  1.62933  0.83826  -2.17434
H  3.05358  0.26873  -0.72760
H  3.74015  0.32217  -2.70596
O  -0.43947  -4.23257  0.88336
H  -2.52304  -0.96080  3.73154
H  1.58177  -1.32342  -4.07013
H  1.87416  -0.68330  3.10370
O  1.65763  5.15633  -0.21244
H  -3.52169  -0.21600  -2.31518
H  -1.52082  -0.80650  -0.56767
O  -3.22052  -1.23836  3.11287
H  -3.74528  -1.41173  -1.60029
H  2.52369  -0.67789  1.01859
H  -0.73779  -3.15816  -0.51269
H  -2.64641  -1.75457  2.50168
H  1.46324  1.63158  0.93218
O  -1.93691  1.77336  2.37279
O  -0.99804  -2.48696  -1.17987
H  -0.78032  0.44431  -0.23415
H  -0.04585  2.55094  2.65104
H  -3.70805  -0.26776  1.60822
H  3.24523  -1.77859  -3.63041
H  2.71879  1.92280  -0.71840
H  0.99249  4.62641  -0.66205
S  -0.33424  -1.68740  2.80315
H  -1.63769  -2.89821  -1.76617
C  2.72472  0.24862  -3.12370
H  0.17771  -3.75518  1.45691
O  -3.81581  0.55948  1.12327
C  2.39196  -1.23493  -3.30615
O  -1.68972  0.15417  -0.42839
O  0.34212  3.04677  1.90644

**HOMO level**: -4.15 eV
**Orbital gap**: 7.0366 eV
**Charge**: -1
**F_max**: 2.53 eV Å⁻¹

***

# C6H32O10

10 unconnected molecules or ions with the total composition C6H32O10 at a distorted geometry (wB97M-V/def2-TZVPD, the Open Molecules 2025 dataset).

Positions of all 48 atoms, in Å:
O  0.22693  2.13897  -2.85453
H  -0.38351  1.43808  -3.08334
H  0.35912  -1.31049  -0.38127
H  -1.26898  -2.88637  3.52866
H  -1.08140  3.50996  0.90785
C  0.13753  -0.97559  -4.45515
H  -4.99210  0.92356  0.92572
H  -4.20433  -0.93577  1.48494
H  -2.75992  -0.46928  0.43454
H  -1.63120  3.52338  2.51660
C  -1.07124  2.90536  1.81474
O  -0.07309  -0.57049  -3.10711
H  -0.77791  -0.99590  -5.04647
H  0.59761  2.41727  -3.69201
C  1.72436  -2.66346  -0.49437
H  3.70887  0.75289  -1.53451
O  0.37264  -2.26901  -0.32981
H  2.23065  -1.72801  -0.73250
H  2.33726  0.63285  -0.90508
H  -2.20896  -2.07394  2.31263
O  -4.03224  0.93969  0.92387
H  2.32387  -0.93903  3.49157
H  -0.91564  -0.32254  2.38622
O  -0.78110  -0.86459  3.16704
H  0.84994  2.70593  -1.51204
O  -1.54514  1.59926  1.72460
O  3.74229  -0.34516  2.08903
H  0.67140  -1.90960  -4.63038
H  0.78571  -0.19169  -4.84690
H  -0.11905  0.72613  -1.16351
C  -1.22303  -2.09855  2.77677
H  3.82360  -0.11747  1.15998
H  -0.03284  2.94505  2.14373
O  3.23856  0.89124  -0.71238
H  2.03648  2.79137  -0.57572
O  1.22514  3.24073  -0.81244
H  1.97653  -3.25615  -1.37370
C  2.44408  -0.67130  2.44182
H  2.12354  -3.07673  0.43189
H  -0.49840  -2.45361  2.04401
H  -0.34433  0.87593  0.32602
H  1.75728  0.15390  2.25354
H  -4.40307  -0.80227  -0.22477
H  -0.19539  -1.31388  -2.51213
H  -2.47337  1.68329  1.49451
O  0.14245  0.36157  -0.31796
H  2.01334  -1.51684  1.90551
C  -3.83304  -0.39875  0.61209

**HOMO level**: -9.35 eV
**Orbital gap**: 9.4295 eV
**Charge**: 0
**F_max**: 2.42 eV Å⁻¹

***

# C6H33Br2INbO11

A molecular structure, C6H33Br2INbO11 at a distorted geometry (wB97M-V/def2-TZVPD, the Open Molecules 2025 dataset).

Positions of all 54 atoms, in Å:
O  -0.68370  -4.43834  -1.93835
O  3.30789  0.77761  -1.78114
H  1.11631  1.48705  -4.55397
I  -4.35732  -1.71364  0.41638
H  -4.13860  3.07694  -0.08827
H  -1.91961  1.40032  -3.71423
H  -0.20102  -1.71670  0.00826
H  1.38054  -0.96474  7.82290
H  -5.81825  -1.99669  3.81756
H  -0.42248  -1.32199  -1.66471
H  -1.09174  0.56794  -0.16703
H  -4.88056  1.03168  1.65844
H  -2.06992  -1.08512  1.58933
C  -1.75763  -0.27217  -0.34316
H  3.10919  -3.27813  -2.70507
Nb  -3.13274  1.41530  1.99248
H  -6.68788  -1.87351  2.58877
H  -0.21875  -4.45811  -1.09679
H  -0.38475  2.06828  1.62065
O  -1.73101  1.76775  -2.84714
Br  -0.77561  -0.13207  4.81737
H  3.25743  0.13228  -1.06960
O  0.92778  0.27406  2.72154
H  7.01898  2.29978  -1.07639
H  0.11702  -0.98535  6.98337
O  1.05284  -0.51583  -3.35017
H  -2.64165  2.35255  -0.68640
C  -0.95724  -1.48388  -0.73928
C  -0.89581  1.79468  2.53517
H  1.93585  -3.88591  -3.45678
H  -1.57133  -2.35663  -0.90120
C  -3.14345  2.74440  0.19168
H  1.19309  2.99703  -4.81843
H  9.20863  0.29586  -0.65170
O  0.62511  -1.51830  7.61184
O  0.95758  2.34862  -4.15005
H  6.76462  1.13916  -2.01418
O  2.62892  -3.22081  -3.53487
H  3.96057  1.41809  -1.47410
H  -1.36708  -5.10915  -1.85272
C  -0.11418  0.71711  3.14319
H  -2.61221  3.64992  0.49329
O  -6.73094  -1.85451  3.54992
H  -0.93513  2.61543  3.24008
H  1.77814  0.00390  -2.97838
C  -2.62737  -0.46785  0.88548
H  -0.84246  2.13298  -2.94188
H  7.83104  -0.28404  -0.36817
H  -2.41284  -0.00158  -1.15645
Br  -3.90446  3.50349  3.39061
H  -3.39409  0.42636  3.50763
O  6.30819  1.79504  -1.47699
O  8.45830  -0.12450  -1.08119
H  1.48378  -1.17403  -3.90717

**HOMO level**: -5.02 eV
**Orbital gap**: 6.5029 eV
**Charge**: -1
**F_max**: 2.39 eV Å⁻¹